Arrangement w

The molecule CH2N2O2S2. Source: the Open Molecules 2025 dataset; level of theory: ωB97M-V with the def2-TZVPD basis set.

Values from the calculation:
LUMO: -0.0307 Ha
highest occupied orbital energy: -9.13 eV

Structure (ORCA input):
```
! wB97M-V def2-TZVPD RIJCOSX def2/J DEFGRID3
* xyz 0 1
N -0.10262 -0.46546 1.40608
S 0.12594 0.93951 0.61281
O 1.39207 1.52184 0.91972
O -1.04606 1.75563 0.56991
N 0.08996 -0.05888 -1.12813
C -0.04020 -0.64416 -2.23557
S -0.15561 -1.43810 -3.70363
H 0.57902 -0.51667 2.16266
H -0.84249 -1.09371 1.39616
*
```

Atom charges from the Löwdin analysis, given in e for atoms 1 to 8: number 1, N, carries -0.057; number 2, S, carries 0.691; number 3, O, carries -0.236; number 4, O, carries -0.258; number 5, N, carries -0.054; number 6, C, carries -0.787; number 7, S, carries 0.537; number 8, H, carries 0.094

---

Arrangement x

The molecule CH2N2O2S2. Source: the Open Molecules 2025 dataset; level of theory: ωB97M-V with the def2-TZVPD basis set.

Values from the calculation:
LUMO: -0.0255 Ha
highest occupied orbital energy: -9.96 eV

Structure (ORCA input):
```
! wB97M-V def2-TZVPD RIJCOSX def2/J DEFGRID3
* xyz 0 1
O 2.13855 -0.72102 -0.80747
N 1.97527 -0.04581 0.18216
O 2.75997 0.14404 1.06970
N 0.85555 0.67475 0.24957
C -0.47050 0.36068 -0.00281
S -1.63815 1.56840 -0.28704
S -0.81168 -1.36142 0.05879
H -2.67572 0.71893 -0.30039
H -2.13329 -1.33856 -0.16251
*
```

Atom charges from the Löwdin analysis, given in e for atoms 1 to 8: number 1, O, carries 0.046; number 2, N, carries -0.530; number 3, O, carries 0.084; number 4, N, carries 0.012; number 5, C, carries -1.034; number 6, S, carries 0.859; number 7, S, carries 0.827; number 8, H, carries -0.125

---

How do the energies compare? Relative to the most stable structure, in kJ/mol: arrangement w 0.0; arrangement x 208.8.

---

Arrangement w

The molecule C7H10O2. Source: the Open Molecules 2025 dataset; level of theory: ωB97M-V with the def2-TZVPD basis set.

Values from the calculation:
LUMO: 0.0355 Ha
highest occupied orbital energy: -8.73 eV

Structure (ORCA input):
```
! wB97M-V def2-TZVPD RIJCOSX def2/J DEFGRID3
* xyz 0 1
C 2.01593 -1.14111 0.03679
C 1.26459 -0.32605 0.80293
C 0.22051 0.68054 0.34528
C -1.05863 0.57668 1.12324
O -1.96828 -0.29102 0.41585
C -1.37939 -1.18645 -0.44473
O -0.47797 -0.63314 -1.52131
C -0.35057 0.70276 -1.04933
C 0.73108 1.64972 -0.72668
H 1.95304 -1.14543 -1.01583
H 2.58376 -1.95542 0.52673
H 1.39247 -0.43150 1.88348
H -0.91170 0.20121 2.16100
H -1.76967 1.46866 1.28620
H -2.21537 -1.62484 -1.00841
H -0.85207 -1.95368 0.06039
H -1.31504 1.19175 -1.12722
H 0.39423 2.72209 -0.64053
H 1.74308 1.49522 -1.10786
*
```

Atom charges from the Löwdin analysis, given in e for atoms 1 to 8: number 1, C, carries 0.024; number 2, C, carries -0.103; number 3, C, carries -0.333; number 4, C, carries -0.137; number 5, O, carries -0.114; number 6, C, carries -0.177; number 7, O, carries -0.063; number 8, C, carries -0.279

---

Arrangement x

The molecule C7H10O2. Source: the Open Molecules 2025 dataset; level of theory: ωB97M-V with the def2-TZVPD basis set.

Values from the calculation:
LUMO: 0.0262 Ha
highest occupied orbital energy: -7.81 eV

Structure (ORCA input):
```
! wB97M-V def2-TZVPD RIJCOSX def2/J DEFGRID3
* xyz 0 1
C -0.88391 1.57440 -1.17318
C 0.19916 0.60162 -0.80840
C 0.34561 -0.73171 -1.45861
C -0.31922 -0.94415 -0.12242
O -1.48526 -1.70148 -0.14293
C 0.36879 -0.68433 1.12511
O 0.65319 -1.69532 2.01399
C 0.53914 0.72539 1.59242
C 1.17585 0.78213 0.23314
H -1.13772 2.21601 -0.32728
H -0.55915 2.22396 -1.99078
H -1.78970 1.05762 -1.49796
H 1.34977 -1.12899 -1.58741
H -0.30920 -0.94436 -2.29908
H -2.01815 -1.47746 0.63087
H 0.80380 -2.51774 1.52957
H -0.36675 1.31106 1.74569
H 1.21599 0.81266 2.43852
H 2.21775 0.52071 0.09876
*
```

Atom charges from the Löwdin analysis, given in e for atoms 1 to 8: number 1, C, carries -0.033; number 2, C, carries -0.332; number 3, C, carries -0.030; number 4, C, carries -0.326; number 5, O, carries 0.048; number 6, C, carries -0.291; number 7, O, carries 0.061; number 8, C, carries -0.082

---

How do the energies compare? Relative to the most stable structure, in kJ/mol: arrangement w 76.7; arrangement x 0.0.

---

Arrangement w

The molecule C7H10O2. Source: the Open Molecules 2025 dataset; level of theory: ωB97M-V with the def2-TZVPD basis set.

Values from the calculation:
LUMO: -0.0226 Ha
highest occupied orbital energy: -8.06 eV

Structure (ORCA input):
```
! wB97M-V def2-TZVPD RIJCOSX def2/J DEFGRID3
* xyz 0 1
C -1.38774 -0.79037 0.80130
C -1.43187 0.16019 -0.28157
C 0.07303 0.82083 0.12436
C 0.93274 1.13822 -1.08374
C 0.81130 -0.54353 0.75102
C 0.69476 0.91319 -2.36873
C 1.40720 -0.43476 1.94267
O -1.62239 -2.09089 0.68655
O -0.04847 1.74794 0.99148
H -1.70885 -2.33707 -0.24624
H -1.41865 -0.43604 1.82107
H -2.18177 0.94305 -0.20033
H -1.46285 -0.32500 -1.25779
H 1.84005 1.65217 -0.78010
H 1.05515 -1.36792 0.08308
H -0.19115 0.40558 -2.73000
H 1.36170 1.28864 -3.13463
H 1.19258 0.43945 2.54893
H 2.08522 -1.18369 2.33267
*
```

Atom charges from the Löwdin analysis, given in e for atoms 1 to 8: number 1, C, carries -0.131; number 2, C, carries -0.043; number 3, C, carries -0.631; number 4, C, carries -0.097; number 5, C, carries -0.138; number 6, C, carries 0.013; number 7, C, carries 0.047; number 8, O, carries 0.114

---

Arrangement x

The molecule C7H10O2. Source: the Open Molecules 2025 dataset; level of theory: ωB97M-V with the def2-TZVPD basis set.

Values from the calculation:
LUMO: 0.0145 Ha
highest occupied orbital energy: -8.13 eV

Structure (ORCA input):
```
! wB97M-V def2-TZVPD RIJCOSX def2/J DEFGRID3
* xyz 0 1
C -1.26434 -1.69086 -0.69268
C -0.40063 -0.57722 -0.17683
C -0.85305 0.73449 -0.02429
O -1.80281 1.24808 -0.80998
C 0.12095 1.58513 0.73327
C 1.25893 0.56322 0.79744
C 1.48836 0.00134 -0.97383
O 2.18478 -0.95525 -1.21914
C 0.54386 -0.76638 1.03038
H -0.63083 -2.47554 -1.10633
H -1.86066 -2.13307 0.10753
H -1.95675 -1.32749 -1.45084
H -1.84000 2.20884 -0.71269
H -0.30281 1.89372 1.70734
H 0.38585 2.48656 0.16702
H 2.14616 0.81965 1.36766
H 1.54604 0.91983 -1.58220
H 0.03969 -0.91556 1.99222
H 1.19725 -1.61950 0.84593
*
```

Atom charges from the Löwdin analysis, given in e for atoms 1 to 8: number 1, C, carries -0.022; number 2, C, carries -0.271; number 3, C, carries -0.286; number 4, O, carries 0.100; number 5, C, carries -0.099; number 6, C, carries -0.169; number 7, C, carries -0.213; number 8, O, carries 0.015

---

How do the energies compare? Relative to the most stable structure, in kJ/mol: arrangement w 189.3; arrangement x 0.0.

---

Arrangement w

A structure of composition C7H10O2. Source: the Open Molecules 2025 dataset; level of theory: ωB97M-V with the def2-TZVPD basis set.

Values from the calculation:
LUMO: 0.0246 Ha
highest occupied orbital energy: -8.73 eV

Structure (ORCA input):
```
! wB97M-V def2-TZVPD RIJCOSX def2/J DEFGRID3
* xyz 0 1
C 1.02721 2.45917 0.92012
C 0.43414 1.10491 0.41498
C -0.06643 0.97112 -0.78720
C -0.70166 -0.39643 -1.09678
C -1.78480 -0.84167 -0.23024
C -0.50056 -1.18277 0.28510
C 0.13442 -0.26900 1.24396
H 0.07925 3.58233 1.04222
H 1.95098 2.90108 -0.07975
H 1.64256 2.20199 1.94836
H 0.05344 1.74219 -1.64625
H 0.51022 -1.09452 -2.20022
H -2.45462 -1.66323 -0.55149
H -2.38130 0.00782 0.00360
H -0.31613 -2.25713 0.22199
H -0.34959 -0.34990 2.18264
H 2.01545 -0.86278 0.73866
O -0.44355 -1.14699 -2.26174
O 1.44303 -0.76299 1.49182
*
```

Atom charges from the Löwdin analysis, given in e for atoms 1 to 8: number 1, C, carries -0.120; number 2, C, carries -0.264; number 3, C, carries -0.011; number 4, C, carries -0.388; number 5, C, carries -0.086; number 6, C, carries -0.162; number 7, C, carries -0.259; number 8, H, carries 0.170

---

Arrangement x

The molecule C7H10O2. Source: the Open Molecules 2025 dataset; level of theory: ωB97M-V with the def2-TZVPD basis set.

Values from the calculation:
LUMO: 0.0344 Ha
highest occupied orbital energy: -9.12 eV

Structure (ORCA input):
```
! wB97M-V def2-TZVPD RIJCOSX def2/J DEFGRID3
* xyz 0 1
C -0.81973 1.26666 -0.15369
O -1.91113 0.28500 -0.08051
C -1.73986 -1.05621 -0.30562
C -0.28832 -1.24977 -0.24715
C 1.14633 -1.34710 0.30595
O 2.02132 -0.59508 -0.54338
C 1.56459 0.89287 -0.32774
C 0.27685 1.07232 0.58791
C 0.24766 -0.39546 0.96466
H -1.37936 2.18394 -0.02036
H -0.18228 1.17491 -1.25061
H -2.22931 -1.67177 0.42463
H -2.20265 -1.52152 -1.28427
H 0.07769 -0.78837 -1.17634
H 1.67315 -1.96794 1.22430
H 1.23619 1.26044 -1.36902
H 2.56608 1.37817 -0.15671
H 0.40070 1.58924 1.50737
H -0.45791 -0.51034 1.90059
*
```

Atom charges from the Löwdin analysis, given in e for atoms 1 to 8: number 1, C, carries -0.179; number 2, O, carries -0.109; number 3, C, carries -0.250; number 4, C, carries -0.116; number 5, C, carries -0.226; number 6, O, carries -0.112; number 7, C, carries -0.032; number 8, C, carries -0.293

---

Arrangement y

The molecule C7H10O2. Source: the Open Molecules 2025 dataset; level of theory: ωB97M-V with the def2-TZVPD basis set.

Values from the calculation:
LUMO: 0.0264 Ha
highest occupied orbital energy: -9.41 eV

Structure (ORCA input):
```
! wB97M-V def2-TZVPD RIJCOSX def2/J DEFGRID3
* xyz 0 1
C -1.07215 -0.35620 -1.44877
C -0.01085 -0.84523 -0.77588
C 0.71173 -2.06242 -1.30162
C 0.73979 -0.02381 0.19615
C 1.95183 0.50366 -0.03821
O 0.22641 -0.20167 1.46417
C -1.09948 0.43603 1.55665
C -0.98591 1.93423 1.55698
O -2.04452 -0.16104 2.04049
H -1.52041 -0.90440 -2.27256
H -1.62840 0.52447 -1.14964
H 1.04476 -2.68878 -0.46840
H 1.57947 -1.77689 -1.90317
H 0.07170 -2.67351 -1.94635
H 2.48596 1.01247 0.75622
H 2.45749 0.35893 -0.98644
H -0.59016 2.30674 0.61324
H -0.34241 2.24492 2.38373
H -1.97486 2.37248 1.72343
*
```

Atom charges from the Löwdin analysis, given in e for atoms 1 to 8: number 1, C, carries 0.080; number 2, C, carries -0.300; number 3, C, carries -0.051; number 4, C, carries -0.380; number 5, C, carries 0.108; number 6, O, carries 0.021; number 7, C, carries -0.421; number 8, C, carries 0.010

---

How do the energies compare? Relative to the most stable structure, in kJ/mol: arrangement w 364.1; arrangement x 563.6; arrangement y 0.0.